Entry 1:
This record from the Open Molecules 2025 dataset describes C36H74HgN4O4 as an isolated structure in a non-equilibrium geometry. The level of theory is ωB97M-V/def2-TZVPD.

Last column: Mulliken charge in e.
Geometry (Å):
1 Hg -15.05286 -30.45848 -2.98390  2.539
2 C -17.24771 -26.02345 -3.09245  -1.807
3 C -16.23183 -26.98837 -2.38894  1.288
4 C -15.53484 -26.21396 -1.21233  -0.924
5 C -16.37860 -26.15013 0.05267  -0.972
6 C -16.81863 -27.56679 0.47116  -1.313
7 C -17.54067 -28.39460 -0.62009  1.673
8 N -16.69412 -28.33534 -1.91187  1.149
9 O -17.14168 -29.28559 -2.94545  -0.851
10 C -19.05227 -27.95822 -0.78515  -1.631
11 C -17.51641 -29.83089 -0.05656  -1.668
12 C -15.05990 -27.13010 -3.44600  -1.363
13 H -17.62658 -26.79287 -3.76517  0.385
14 H -16.98460 -25.04123 -3.48506  0.346
15 H -18.00728 -25.81615 -2.33867  0.419
16 H -15.33988 -25.20621 -1.57914  0.494
17 H -14.54931 -26.60636 -0.96164  -0.024
18 H -17.16672 -25.43400 -0.17999  0.320
19 H -15.77607 -25.70139 0.84241  0.497
20 H -17.53091 -27.53021 1.29544  0.453
21 H -15.98202 -28.21282 0.73728  0.347
22 H -19.22774 -27.54179 -1.77706  0.382
23 H -19.39796 -27.16585 -0.12125  0.341
24 H -19.63154 -28.86718 -0.94742  0.411
25 H -18.18869 -30.46114 -0.63874  0.020
26 H -18.05848 -29.84637 0.88897  0.557
27 H -16.54607 -30.22835 0.24104  0.146
28 H -15.32626 -27.64927 -4.36667  -0.297
29 H -14.20362 -27.59292 -2.95540  0.307
30 H -14.70233 -26.15542 -3.77801  0.469
31 C -13.90680 -29.70074 -0.29597  -0.449
32 C -12.35284 -29.69881 -0.45451  0.872
33 C -11.67687 -30.51819 0.77160  -1.075
34 C -10.18019 -30.79915 0.52847  -0.847
35 C -9.98779 -31.65176 -0.71673  -1.183
36 C -10.52102 -30.91041 -1.98076  1.251
37 N -11.96199 -30.37806 -1.78590  1.052
38 O -12.63701 -29.85930 -3.03000  -0.825
39 C -10.44211 -31.86546 -3.18820  -1.766
40 C -9.48442 -29.79026 -2.24111  -1.788
41 C -11.90933 -28.17702 -0.32831  -1.483
42 H -14.35891 -29.01762 -1.01502  -0.683
43 H -14.18153 -29.60285 0.75428  0.670
44 H -14.18958 -30.71487 -0.57825  -0.432
45 H -12.35268 -31.34725 0.98149  0.444
46 H -11.79299 -29.75889 1.54495  0.446
47 H -9.78547 -31.33760 1.39008  0.432
48 H -9.55772 -29.90501 0.49484  0.410
49 H -10.42393 -32.64489 -0.60915  0.330
50 H -8.91226 -31.80494 -0.80542  0.480
51 H -10.67218 -31.51920 -4.19581  0.263
52 H -11.19350 -32.65411 -3.22755  0.200
53 H -9.43756 -32.28758 -3.21579  0.482
54 H -8.47316 -30.19193 -2.17695  0.487
55 H -9.31831 -29.01018 -1.49814  0.412
56 H -9.75076 -29.33791 -3.19638  0.247
57 H -12.39468 -27.87785 0.60068  0.499
58 H -12.47193 -27.75634 -1.16174  0.119
59 H -10.87424 -28.01354 -0.62825  0.254
60 C -13.84009 -32.98804 -4.71729  -0.420
61 C -13.88111 -32.21821 -6.08730  2.854
62 C -14.36547 -33.31073 -7.10391  -1.268
63 C -15.03713 -32.99872 -8.38886  -1.032
64 C -16.19574 -31.94921 -8.10329  -1.465
65 C -15.74848 -30.75055 -7.26943  0.856
66 N -15.01604 -31.16090 -6.00898  0.561
67 O -14.68660 -30.08718 -5.22536  0.001
68 C -14.88510 -29.88531 -8.19256  -1.380
69 C -17.07178 -29.98815 -6.96149  -1.753
70 C -12.49072 -31.69457 -6.41096  -2.259
71 H -13.49242 -32.36335 -3.89449  -1.716
72 H -13.16901 -33.83232 -4.87521  0.831
73 H -14.79480 -33.42075 -4.41831  -0.304
74 H -13.50298 -33.89211 -7.42982  0.324
75 H -14.96101 -34.07113 -6.59871  0.344
76 H -15.39124 -33.94621 -8.79501  0.498
77 H -14.45117 -32.84114 -9.29435  0.468
78 H -17.05655 -32.50749 -7.73528  0.332
79 H -16.56209 -31.66184 -9.08884  0.468
80 H -15.28974 -29.60941 -9.16634  0.393
81 H -14.68355 -28.88539 -7.80836  0.409
82 H -13.90127 -30.35251 -8.23610  0.355
83 H -17.36560 -29.58779 -7.93178  0.569
84 H -17.89993 -30.51951 -6.49253  0.260
85 H -16.83564 -29.08337 -6.40138  0.114
86 H -12.19854 -30.73578 -5.98262  0.269
87 H -12.25612 -31.74399 -7.47426  0.530
88 H -11.71789 -32.34259 -5.99756  0.630
89 H -14.49326 -29.42516 -5.89316  0.159
90 C -17.69673 -32.45676 -4.15979  -2.033
91 C -17.46316 -33.51938 -3.03307  2.057
92 C -17.25364 -34.81869 -3.91855  -1.094
93 C -16.79884 -36.09273 -3.17488  -0.975
94 C -15.51217 -35.69862 -2.47174  -1.419
95 C -15.55897 -34.38060 -1.55345  1.760
96 N -16.18931 -33.19597 -2.34240  0.001
97 O -16.32265 -32.15445 -1.54113  0.634
98 C -16.23705 -34.60403 -0.23457  -1.668
99 C -14.01663 -33.91138 -1.25065  -1.438
100 C -18.78233 -33.54855 -2.18166  -1.813
101 H -18.39830 -32.78828 -4.92529  0.682
102 H -16.91390 -32.29368 -4.90051  0.244
103 H -17.78271 -31.40605 -3.88275  -0.111
104 H -18.11117 -34.94200 -4.58001  0.720
105 H -16.59444 -34.71285 -4.78015  -0.226
106 H -16.69543 -36.92024 -3.87675  0.466
107 H -17.53750 -36.35748 -2.41833  0.316
108 H -14.63090 -35.65525 -3.11172  0.457
109 H -15.40219 -36.42802 -1.66925  0.505
110 H -16.81033 -33.78419 0.19821  0.114
111 H -17.01193 -35.37063 -0.23467  0.414
112 H -15.45251 -34.89865 0.46242  0.581
113 H -13.73676 -33.19438 -2.02245  -0.175
114 H -13.97449 -33.36683 -0.30736  0.474
115 H -13.31149 -34.74255 -1.24354  0.402
116 H -19.15360 -32.54178 -1.99014  0.324
117 H -18.76147 -34.07553 -1.22774  0.340
118 H -19.62232 -34.02543 -2.68673  0.427
119 H -16.99509 -32.50199 -0.95066  -0.107

## Properties
HOMO-LUMO gap ... 6.0 eV
HOMO ... -6.44 eV
LUMO level ... -0.395 eV
Net charge ... 0

***

Entry 2:
This record from the Open Molecules 2025 dataset describes a 2-piece molecular cluster, C4H6IN overall in a non-equilibrium geometry. The level of theory is ωB97M-V/def2-TZVPD.

Last column: Mulliken charge in e.
Geometry (Å):
1 C 0.27141 -2.06236 -0.25173  -0.379
2 C 0.18226 -0.79912 0.01593  0.077
3 C -1.06368 -1.37064 -0.53304  -0.614
4 C 1.01008 1.03699 0.63590  -0.298
5 N 0.41671 2.12465 -0.04488  -0.631
6 I -1.23169 3.12994 0.82227  0.108
7 H 0.96231 -2.86363 -0.15014  0.382
8 H -1.37530 -1.17758 -1.62467  0.141
9 H -1.99606 -1.57640 -0.04122  0.209
10 H 1.98161 0.99269 0.31024  0.321
11 H 0.95475 0.85859 1.73146  0.284
12 H -0.11240 1.70687 -0.87013  0.401

## Properties
HOMO-LUMO gap ... 8.5 eV
HOMO ... -8.92 eV
LUMO level ... -0.464 eV
Net charge ... 0

***

Entry 3:
This record from the Open Molecules 2025 dataset describes C24H33LaNOP2 as an isolated structure in a non-equilibrium geometry. The level of theory is ωB97M-V/def2-TZVPD.

Last column: Mulliken charge in e.
Geometry (Å):
1 C -2.62547 2.58503 -2.88453  -0.367
2 C -2.23664 1.27667 -2.54875  0.049
3 C -0.88936 0.88516 -2.82050  0.125
4 C 0.10813 1.97184 -2.65757  1.078
5 C -0.33542 3.28157 -2.84805  -0.924
6 C -1.66142 3.57311 -3.08413  -0.676
7 C 1.43692 1.60847 -2.41775  -1.035
8 C 1.78292 0.25385 -2.36359  1.297
9 C 0.72915 -0.73908 -2.53689  0.198
10 C 1.02179 -2.03544 -1.97050  -0.103
11 C 2.33736 -2.47057 -1.96893  -0.291
12 C 3.39091 -1.56793 -2.17369  -0.848
13 C 3.10402 -0.20600 -2.25377  -0.699
14 H -3.68990 2.80930 -2.93321  0.426
15 H 0.44137 4.03582 -2.83928  0.472
16 H -1.96420 4.56648 -3.38268  0.421
17 H 2.08262 2.31736 -2.01586  0.334
18 H 2.54469 -3.52372 -1.76200  0.402
19 H 4.40718 -1.90843 -2.23301  0.431
20 H 3.86873 0.54894 -2.26726  0.478
21 N -0.50583 -0.40706 -2.99221  -0.657
22 La 0.23027 1.39631 1.61340  0.772
23 C -3.11597 0.35717 -1.69608  -1.324
24 H -2.94133 -0.69502 -2.02601  0.387
25 H -4.17783 0.66396 -1.80283  0.662
26 C -0.09232 -2.76047 -1.22275  -1.477
27 H -1.03073 -2.67464 -1.81824  0.446
28 H 0.20419 -3.81706 -1.05152  0.642
29 P -2.63261 0.45900 0.12621  0.797
30 P -0.41762 -1.96048 0.45435  0.911
31 C 0.85472 -2.86607 1.42522  -1.494
32 H 0.69266 -2.68627 2.49533  0.358
33 H 0.76346 -3.94307 1.22441  0.552
34 H 1.86088 -2.52550 1.15693  0.280
35 C -1.82406 -3.05379 0.87395  -1.294
36 H -1.46292 -4.08585 0.99585  0.475
37 H -2.29234 -2.72954 1.80908  0.344
38 H -2.56798 -3.02990 0.06745  0.365
39 C -3.27597 2.14069 0.50631  -1.555
40 H -4.33373 2.19233 0.20506  0.431
41 H -3.20596 2.32699 1.58842  0.421
42 H -2.70534 2.90915 -0.03105  0.399
43 C -4.07208 -0.47979 0.76431  -1.400
44 H -3.94987 -0.65282 1.83848  0.334
45 H -4.99112 0.09941 0.59773  0.469
46 H -4.16007 -1.44804 0.25788  0.388
47 C -1.17065 -0.22491 2.75834  0.254
48 O -1.85575 -0.82618 3.49680  -0.237
49 H 0.91534 1.53713 0.09659  0.066
50 C 4.09312 0.39979 3.30582  -1.681
51 C 2.58362 0.38281 2.94173  1.062
52 C 1.85330 1.55891 3.62687  -1.357
53 C 2.43464 0.37491 1.40537  -1.095
54 H 4.60511 1.27078 2.88040  0.374
55 H 4.60521 -0.50256 2.94190  0.365
56 H 4.19906 0.42791 4.38819  0.461
57 H 2.19145 -0.58375 3.32234  0.015
58 H 1.94761 2.51077 3.05930  0.350
59 H 0.79456 1.37895 3.90974  0.294
60 H 2.34631 1.74608 4.57929  0.503
61 H 2.68222 -0.60347 0.94375  0.099
62 H 3.07096 1.16078 0.94584  0.525

## Properties
HOMO-LUMO gap (spin up / spin down) ... 6.0 / 6.0 eV
HOMO (spin up / spin down) ... -9.94 / -9.94 eV
LUMO level (spin up / spin down) ... -3.938 / -3.938 eV
Net charge ... +1

***

Entry 4:
This record from the Open Molecules 2025 dataset describes a 2-piece molecular cluster, C5H14NO2 overall in a non-equilibrium geometry. The level of theory is ωB97M-V/def2-TZVPD.

Last column: Mulliken charge in e.
Geometry (Å):
1 C 0.56545 1.91822 -0.09526  -1.737
2 C 1.94805 -0.55758 -0.40677  -1.466
3 C -0.95421 -0.07885 2.04415  -0.275
4 C -0.15617 0.73092 -0.86984  0.565
5 C 0.47525 -0.44546 -0.37963  -0.413
6 N -0.19913 -1.68581 -0.85427  -0.097
7 O -1.90135 -0.90890 1.98742  -0.405
8 O -1.57909 0.48595 -0.49287  -0.529
9 H 1.27173 2.47780 -0.78872  0.321
10 H 1.06017 1.45059 0.74846  0.500
11 H -0.09793 2.63767 0.13839  0.508
12 H 2.39099 0.37829 -0.63822  0.355
13 H 2.41040 -0.87943 0.58268  0.275
14 H 2.24541 -1.42021 -1.06232  0.428
15 H 0.02664 -0.53477 2.13754  0.322
16 H -1.11064 1.00144 1.94443  0.370
17 H -0.14209 0.74512 -1.98564  0.475
18 H -0.03425 -1.84583 -1.86410  0.343
19 H -1.16087 -1.38223 -0.72541  0.408
20 H -0.01911 -2.51028 -0.30499  0.324
21 H -2.88661 -0.59532 2.02034  0.414
22 H -2.15265 1.01867 -1.13539  0.314

## Properties
HOMO-LUMO gap (spin up / spin down) ... 6.4 / 8.6 eV
HOMO (spin up / spin down) ... -10.61 / -11.71 eV
LUMO level (spin up / spin down) ... -4.227 / -3.063 eV
Net charge ... +1

***

Entry 5:
This record from the Open Molecules 2025 dataset describes C28H26F6IN4O9S3TeW as an isolated structure in a non-equilibrium geometry. The level of theory is ωB97M-V/def2-TZVPD.

Last column: Löwdin spin population.
Geometry (Å):
1 W 0.54936 -0.31827 -0.35172  -0.003
2 O -0.58111 -2.57736 2.43703  0.000
3 S 0.58549 -2.22314 1.68869  0.000
4 O 1.79392 -2.93267 1.93534  0.000
5 O 0.83072 -0.69486 1.69598  0.000
6 O 0.24000 -2.25628 0.14860  0.000
7 F 1.62719 -3.40254 -2.29444  0.000
8 C 2.76979 -3.56887 -1.63901  0.000
9 F 2.55812 -4.17195 -0.49392  0.000
10 F 3.59859 -4.29732 -2.38138  0.000
11 S 3.56900 -1.91935 -1.36289  0.000
12 O 2.60243 -1.05669 -0.67984  -0.001
13 O 4.79430 -2.15814 -0.69136  0.000
14 N 3.80595 -1.50176 -2.88099  0.004
15 S 3.10890 -0.24460 -3.50888  0.001
16 O 4.26951 0.59645 -4.21820  0.074
17 O 0.27576 -0.71324 -1.98960  0.002
18 C 2.52367 -0.97345 -5.11294  0.003
19 F 3.50970 -1.56079 -5.76383  0.001
20 F 2.02248 0.01106 -5.85115  0.001
21 F 1.57685 -1.85320 -4.83859  0.001
22 I 7.15895 1.93710 3.92942  0.000
23 C 5.45463 1.36870 2.92235  0.000
24 C 4.22259 1.97598 2.97478  0.000
25 N 3.42607 1.25776 2.16003  0.000
26 N 4.05344 0.22870 1.58267  0.000
27 C 5.29372 0.28369 2.03815  0.000
28 H 3.87286 2.83335 3.52346  0.000
29 H 2.45662 1.40071 1.91372  0.000
30 H 6.01983 -0.44932 1.72658  0.000
31 C -7.74617 -1.70971 -0.79990  0.000
32 C -6.37104 -1.16849 -0.52464  0.000
33 C -6.19128 0.05640 0.09799  0.000
34 C -4.92539 0.57172 0.35886  0.000
35 C -4.82494 1.90034 1.06138  0.000
36 C -3.81084 -0.18938 -0.01181  0.001
37 Te -1.96602 0.76048 0.44234  0.001
38 N 1.33567 1.34501 0.06364  0.019
39 C 1.13055 1.97391 -1.13260  0.044
40 O 0.00427 1.94839 -1.66051  0.077
41 C 2.31479 2.43567 -1.88420  0.308
42 C 3.60849 2.10679 -1.38835  0.004
43 C 4.64505 1.96657 -2.24406  0.198
44 C 4.40631 2.03285 -3.70819  0.053
45 C 3.17118 2.76204 -4.10200  0.184
46 C 2.15458 2.88681 -3.22444  0.003
47 C -2.03733 0.38642 2.51287  0.000
48 C -2.84440 -0.62578 3.00640  0.000
49 C -2.91301 -0.83978 4.37452  0.000
50 C -2.16844 -0.04436 5.22891  0.000
51 C -1.35388 0.95685 4.71964  0.000
52 C -1.26833 1.19300 3.35178  0.000
53 C -0.35664 2.26405 2.82051  0.000
54 C -3.95569 -1.43821 -0.62964  0.000
55 C -2.79588 -2.30510 -1.00094  0.000
56 C -5.24369 -1.89603 -0.87965  0.000
57 H -8.51656 -0.98356 -0.54493  0.000
58 H -7.92800 -2.61477 -0.21788  0.000
59 H -7.85781 -1.97119 -1.85286  0.000
60 H -7.05887 0.63764 0.38896  0.000
61 H -5.81603 2.33174 1.18686  0.000
62 H -4.21550 2.61536 0.50554  0.000
63 H -4.37998 1.78806 2.05373  0.000
64 H 3.72811 1.88757 -0.33478  -0.003
65 H 5.62516 1.66710 -1.89672  0.010
66 H 5.28361 2.34237 -4.26979  0.011
67 H 3.06840 3.06536 -5.13534  0.010
68 H 1.18795 3.26532 -3.52956  -0.003
69 H -3.40809 -1.25683 2.33148  0.000
70 H -3.53039 -1.63870 4.76215  0.000
71 H -2.20920 -0.21022 6.29762  0.000
72 H -0.76539 1.56636 5.39466  0.000
73 H 0.17605 2.75081 3.63598  0.000
74 H -0.91228 3.03176 2.27447  0.000
75 H 0.38520 1.84655 2.13393  0.000
76 H -2.14921 -1.82598 -1.73724  0.000
77 H -3.14300 -3.24670 -1.42375  0.000
78 H -2.18820 -2.53652 -0.13017  0.000
79 H -5.36323 -2.86171 -1.35833  0.000

## Properties
HOMO-LUMO gap (spin up / spin down) ... 7.5 / 6.0 eV
HOMO (spin up / spin down) ... -8.54 / -8.54 eV
LUMO level (spin up / spin down) ... -1.077 / -2.573 eV
Net charge ... 0
Spin multiplicity ... 2